This record from the OMol25 dataset describes one molecule with the formula C5H8O2 at a distorted geometry. The level of theory is ωB97M-V with the def2-TZVPD basis set.

energy above the lowest of the compared OMol25 structures with the same formula, charge and spin = 45.9 kcal per mole
M = 100.12 g/mol
HOMO-LUMO gap = 10.5 eV
HOMO level = -0.3601 Eh
LUMO energy = 0.7 eV

Each line ends with the Mulliken charge.
Element x y z (Å)
O  -3.063  -1.048  0.156  -0.529
O  -3.319  1.177  -0.042  -0.532
C  0.070  0.255  -0.010  1.059
C  1.360  0.925  0.265  -1.333
C  -2.448  0.317  0.064  0.280
C  0.045  -1.107  -0.566  -1.249
C  -1.045  0.944  0.219  -0.476
H  -1.142  1.959  0.326  0.403
H  -4.049  -1.048  0.463  0.345
H  1.073  1.932  0.542  0.333
H  -0.879  -1.520  -0.369  0.403
H  0.175  -1.237  -1.640  0.282
H  1.747  0.694  1.218  0.338
H  0.733  -1.734  -0.041  0.334
H  2.188  0.950  -0.433  0.343

Cartesian forces, eV/Å:
1.317 1.057 0.615
1.244 -0.908 0.011
0.442 0.513 -0.717
-0.347 1.682 0.157
-4.678 1.377 0.510
0.792 -0.234 0.077
-1.138 -4.980 -0.955
-0.089 2.165 0.686
2.714 1.116 -0.974
0.220 0.818 -0.589
-2.164 -1.017 0.339
0.414 0.564 -0.029
0.661 -1.352 1.178
0.855 -0.464 0.137
-0.241 -0.337 -0.447